{"formula": "C4H8N2OS", "method": "the ωB97M-V functional and the def2-TZVPD basis", "symbols": ["C", "O", "C", "C", "N", "N", "C", "S", "H", "H", "H", "H", "H", "H", "H", "H"], "positions_angstrom": [[-2.71567, -0.52018, -0.54411], [-1.27518, -0.15065, -0.34279], [-0.47497, -0.97070, 0.39796], [0.82731, -0.55401, 0.58033], [1.45124, 0.47752, -0.11746], [0.84295, 1.77826, 0.08807], [2.73952, 0.48297, -0.46153], [3.58977, -0.91808, -0.30092], [-2.79765, -1.12621, -1.59301], [-3.04363, -1.24482, 0.31098], [-3.33233, 0.42849, -0.53616], [-0.98407, -1.74558, 0.93468], [1.41386, -1.25374, 1.10054], [-0.17752, 1.85604, -0.16185], [0.82107, 1.90180, 1.21621], [3.11530, 1.55890, -0.57093]], "orbital_gap_ev": 8.67, "lumo_energy_ev": 0.590, "spin_multiplicity": 1, "smiles": "CO/C=C\\N(N)C=S", "e_tot_ha": -740.0263}